Molecular formula: Br4Na3
Method: DFT, the ωB97M-V functional and the def2-TZVPD basis

```
7
Br4Na3 | the OMol25 dataset | the ωB97M-V functional and the def2-TZVPD basis
Na -3.3031 1.7260 0.4184
Na 0.1371 -3.9773 1.4641
Na 0.7424 0.3011 0.8434
Br 2.5214 1.9379 -2.8825
Br 2.0488 -2.3033 -1.1043
Br -2.0007 -0.8442 0.5178
Br -0.1458 3.1598 0.7431
```

For the LUMO energy, the calculation gives 0.03 eV. The max |F| is 1.50 eV Å⁻¹. The charge is -1. As for the HOMO-LUMO gap: 2.7 eV. As for the HOMO energy: -2.68 eV. As for the calculated total energy: -10783.20228 Ha.

Löwdin atomic charge list, values in e, 2 entries: number 1, Na, carries 0.43; number 2, Na, carries 0.65

=====

Molecular formula: C3H8N2O2
Method: DFT, the ωB97M-V functional and the def2-TZVPD basis

```
15
C3H8N2O2 | the OMol25 dataset | the ωB97M-V functional and the def2-TZVPD basis
C 0.3114 -1.5269 1.3175
N 1.3920 -0.8274 0.5871
C 1.1544 0.2808 -0.1396
O -0.1573 -0.0825 -1.2112
C -1.2911 0.5328 -0.9583
N -1.1914 1.9039 -0.6901
O -2.3692 -0.0204 -0.9417
H 0.2435 -1.1008 2.3112
H 0.5271 -2.5917 1.3421
H -0.5830 -1.3719 0.7252
H 2.1594 -1.3975 0.2840
H 0.7346 1.1874 0.2709
H 1.7764 0.2770 -1.0241
H -0.5920 2.4436 -1.2896
H -2.1149 2.2936 -0.5837
```

For the LUMO energy, the calculation gives 0.80 eV. The max |F| is 3.21 eV Å⁻¹. As for the SMILES: CNCOC(N)=O. As for the HOMO-LUMO gap: 10.3 eV. For the energy relative to the best compared isomer or geometry (same formula, charge and spin), the calculation gives 159.2 kJ/mol. As for the HOMO energy: -9.53 eV. As for the calculated total energy: -379.08035 Ha.

Löwdin atomic charge list, values in e, 2 entries: number 1, C, carries -0.04; number 2, N, carries -0.08

=====

Molecular formula: C2H4N4
Method: DFT, the ωB97M-V functional and the def2-TZVPD basis

```
10
C2H4N4 | the OMol25 dataset | the ωB97M-V functional and the def2-TZVPD basis
N 1.5133 -0.0651 -0.0833
C 0.1940 0.0362 -0.1528
C -0.5066 1.0886 -0.1562
N -1.8901 0.7308 0.0379
N -1.9938 -0.5478 -0.0472
N -0.7294 -1.0258 -0.1525
H 2.2399 0.7460 0.1191
H 1.7456 -0.9250 0.4430
H -0.1410 2.0232 -0.0396
H -0.4320 -2.0611 0.0316
```

For the LUMO energy, the calculation gives 0.52 eV. The max |F| is 6.49 eV Å⁻¹. As for the SMILES: Nc1cnn[nH]1. As for the HOMO-LUMO gap: 9.3 eV. For the energy relative to the best compared isomer or geometry (same formula, charge and spin), the calculation gives 236.9 kJ/mol. As for the HOMO energy: -8.73 eV. As for the calculated total energy: -297.55408 Ha.

Löwdin atomic charge list, values in e, 2 entries: number 1, N, carries 0.09; number 2, C, carries -0.49

=====

Molecular formula: C24H20N2O3
Method: DFT, the ωB97M-V functional and the def2-TZVPD basis

```
49
C24H20N2O3 | the OMol25 dataset | the ωB97M-V functional and the def2-TZVPD basis
C 3.8743 2.7458 0.2008
C 2.8925 1.6527 -0.2150
O 3.1217 0.8173 -1.0975
N 1.7775 1.7855 0.5442
C 1.9630 2.7987 1.4510
O 1.2167 3.1976 2.3234
O 3.2206 3.4054 1.2798
H 4.8346 2.3082 0.5114
H 4.0558 3.4296 -0.6449
C 0.2616 -1.6210 -5.4139
N -0.7950 -1.3259 -4.4584
C -2.0337 -2.0243 -4.7749
C -0.4745 -0.9779 -3.1299
C -0.3331 0.3765 -2.7382
C -0.1367 0.6918 -1.4067
C -0.0814 -0.3135 -0.4150
C -0.1802 0.0038 0.9914
C 0.2920 -0.8371 2.0765
C -0.3474 -0.4071 3.2958
C -0.2104 -1.1358 4.4679
C 0.5842 -2.2913 4.4506
C 1.2771 -2.6682 3.2860
C 1.1612 -1.9244 2.1025
C -1.1946 0.7273 2.9796
C -1.0819 0.9865 1.5611
C -1.8968 1.9376 0.9659
C -2.8058 2.6432 1.7656
C -2.9409 2.3621 3.1367
C -2.1177 1.4082 3.7559
C -0.0317 -1.6598 -0.8452
C -0.2666 -1.9873 -2.1691
H 1.2211 -1.2458 -5.0412
H 0.3362 -2.7065 -5.5959
H 0.0246 -1.1391 -6.3718
H -2.7693 -1.8830 -3.9745
H -2.4362 -1.6142 -5.7123
H -1.8596 -3.1019 -4.9294
H -0.4241 1.1589 -3.4931
H 0.0156 1.7252 -1.1084
H -0.7354 -0.8071 5.3660
H 0.6706 -2.9037 5.3507
H 1.9054 -3.5595 3.3014
H 1.7393 -2.1673 1.2131
H -1.8131 2.1211 -0.0999
H -3.4224 3.4178 1.3109
H -3.6922 2.8939 3.7263
H -2.1832 1.1861 4.8219
H 0.1229 -2.4487 -0.1134
H -0.3045 -3.0303 -2.4876
```

For the LUMO energy, the calculation gives -2.62 eV. The max |F| is 1.88 eV Å⁻¹. As for the HOMO-LUMO gap: 5.7 eV. For the energy relative to the best compared isomer or geometry (same formula, charge and spin), the calculation gives 200.3 kJ/mol. As for the HOMO energy: -8.32 eV. As for the calculated total energy: -1261.73780 Ha.

Löwdin atomic charge list, values in e, 2 entries: number 1, C, carries -0.10; number 2, C, carries -0.50